[1]
Molecular formula: C5H13NO2
Method: DFT, ωB97M-V/def2-TZVPD

Properties
Multiplicity = 1
SMILES = CCNC(=O)CC.O
Gap between HOMO and LUMO = 9.2 eV
E_HOMO = -8.59 eV
Energy relative to the best compared isomer or geometry (same formula, charge and spin) = 75.6 kcal/mol
Lowest unoccupied orbital energy = 0.65 eV

Each line ends with the natural charge from an NBO analysis.
Positions of all 21 atoms, in Å:
H  -0.28292  1.31305  0.61230  0.2206
H  2.75111  -1.30001  -1.61965  0.2176
H  0.08767  3.77504  -0.11700  0.4535
N  -1.27834  -0.35597  -0.12257  -0.6474
C  -0.56828  0.30432  0.97650  -0.2368
O  -1.41137  -1.94658  -1.57737  -0.5963
H  0.93224  2.94282  -1.05975  0.4817
H  1.04645  -2.62004  -1.75130  0.2516
H  -1.24273  1.14646  2.96032  0.2051
C  -1.59061  0.44027  2.18255  -0.6202
H  -1.57109  -0.48516  2.58898  0.2042
H  -2.24695  -0.05902  -0.11931  0.4100
H  0.30524  -0.26199  1.18550  0.1817
C  1.86756  -0.84429  -1.32818  -0.6140
O  0.35487  3.01803  -0.31415  -0.9233
C  0.82767  -1.78578  -0.93124  -0.5184
C  -0.61278  -1.41048  -0.86710  0.6745
H  1.12839  -2.34311  -0.01051  0.2348
H  2.37893  -0.27288  -0.49730  0.2006
H  1.68811  -0.10635  -2.14100  0.2168
H  -2.56317  0.85167  1.95026  0.2038

[2]
Molecular formula: C48H84F8O40P4
Method: DFT, ωB97M-V/def2-TZVPD

Properties
Multiplicity = 1
SMILES = O=C1OC[C@@H](F)O1.O=C1OC[C@@H](F)O1.O=C1OC[C@@H](F)O1.O=C1OC[C@@H](F)O1.O=C1OC[C@@H](F)O1.O=C1OC[C@@H](F)O1.O=C1OC[C@@H](F)O1.O=C1OC[C@@H](F)O1.CCOP(=O)(OCC)OCC.CCOP(=O)(OCC)OCC.CCOP(=O)(OCC)OCC.CCOP(=O)(OCC)OCC
Gap between HOMO and LUMO = 10.3 eV
E_HOMO = -10.30 eV
Energy relative to the best compared isomer or geometry (same formula, charge and spin) = 145.5 kcal/mol
Lowest unoccupied orbital energy = -0.03 eV

Each line ends with the Mulliken charge.
Positions of all 184 atoms, in Å:
H  1.26793  4.55827  -9.25202  0.3252
C  7.81549  -0.81712  6.90905  0.6868
C  -0.64726  12.07647  -2.58308  -0.0373
H  3.65171  4.04396  -9.75616  0.3943
C  -1.26798  -1.29977  3.33585  -1.2121
C  -3.67494  -9.20294  9.17179  0.6943
O  11.08435  4.37442  4.09691  -0.3202
H  9.66473  5.59890  1.57572  0.2561
C  0.47926  -1.38055  13.44343  0.6733
C  3.93645  -8.73095  0.09031  0.0624
C  -5.16964  2.14038  -1.59135  0.6676
C  1.81042  2.80179  0.59404  -1.2721
O  2.72587  -11.01139  1.68443  -0.7429
C  -1.39520  -10.90785  -0.99237  -1.1738
H  2.89153  2.93604  0.55821  0.2949
O  0.99314  -1.16074  14.52089  -0.5406
O  -4.75668  -9.99408  8.85303  -0.3383
C  0.03909  -1.10317  11.26764  0.3224
O  9.84114  5.30620  5.75874  -0.5295
C  5.97744  -0.55971  5.82440  0.2868
O  0.44953  3.13249  -10.28019  -0.1800
H  -1.73873  -2.40425  11.38382  0.3162
O  -2.04323  7.60898  3.57518  -0.3050
O  -0.76929  1.46655  -8.73576  -0.3142
C  -3.00954  6.51249  3.51491  0.3880
H  11.80772  5.16632  2.40666  0.3032
O  0.14970  12.76905  -1.61967  -0.2867
H  1.77939  14.89087  -5.23172  0.3274
F  -6.48076  4.44358  -2.89800  -0.2607
H  -2.90603  -11.57912  10.94540  0.2552
P  -0.99659  2.77395  -9.65931  0.8129
O  9.25331  5.48850  3.58739  -0.2933
H  5.77559  -2.80036  5.44335  0.2744
H  0.55982  -9.95068  3.36391  0.3245
H  -1.25546  13.39747  0.77034  0.2380
H  2.68429  4.09020  -11.22529  0.3025
H  -1.60666  15.17896  0.87047  0.3226
C  -1.86139  2.93774  -12.09868  -0.1729
C  -0.39948  10.60477  -2.50127  -1.2551
H  -2.19260  -11.29190  -0.35616  0.2846
H  -1.71714  -1.97470  4.06443  0.4181
H  -5.20147  -11.38407  10.39873  0.2526
H  0.32796  1.26432  0.13666  0.3339
H  -0.57382  12.38146  -3.62696  0.2826
C  1.80329  -8.41815  4.21995  -1.0202
P  0.00012  14.41689  -1.45660  0.8476
C  1.50936  3.51108  -9.43423  -0.3390
O  6.87638  0.08831  6.69785  -0.2724
H  -0.91373  -0.47785  -9.17738  0.3721
H  3.09991  15.00155  -2.96322  0.3054
O  -3.54546  -8.04822  8.85697  -0.5503
F  4.76599  -0.03923  6.02748  -0.2889
H  1.59757  2.95819  -8.49902  0.4005
H  1.61668  1.52406  -1.05228  0.2565
C  -2.79207  -7.58484  -11.13762  -0.3451
C  1.39644  1.44012  0.01193  -0.0091
C  0.27183  -2.65692  -0.88161  -0.2957
H  -7.27817  -9.89897  4.41179  0.2446
H  -1.16133  -0.43003  3.98415  0.2899
F  -0.80886  -0.25367  10.75227  -0.2806
C  -0.23802  14.15911  2.29372  -1.2966
H  -1.66869  -2.00775  -1.45839  0.2892
O  0.73862  -0.68806  12.37507  -0.2886
H  4.68310  -9.51852  0.19203  0.2629
C  -1.81568  -8.69191  -10.90304  0.3746
H  -2.11302  -9.57520  -11.46826  0.2224
C  -3.06941  3.81223  -12.20883  -1.1183
O  -1.10679  15.20940  -2.05729  -0.6741
H  0.06588  -2.81036  2.56000  0.2902
C  1.41874  15.42089  -4.35019  -1.0088
P  1.82592  -10.09084  0.90832  0.7684
O  -8.78381  -7.29561  5.14019  -0.3176
H  0.77585  -1.69864  3.66032  0.3604
H  1.46625  -8.75677  5.19967  0.3674
O  -7.19537  -5.81529  4.35618  -0.5544
H  -2.91382  4.68982  -11.58136  0.2942
H  -3.92525  3.23242  -11.86320  0.2615
C  0.03438  -1.76410  2.86405  -0.1804
H  -1.44582  -2.05727  0.26169  0.0750
O  7.43142  -2.00451  6.46435  -0.2951
C  -0.98101  7.24434  4.29201  0.6733
H  -0.90828  3.45689  -12.19950  0.2971
H  -0.09231  0.39336  -10.45260  0.3096
O  -1.63553  3.98936  -9.09446  -0.7601
C  -5.41259  2.57019  -3.78502  -0.3590
O  -1.66295  -8.74993  -9.49122  -0.3071
H  -1.65081  12.26363  -2.20104  0.3162
H  2.00925  -7.34779  4.22138  0.2775
F  8.90398  3.88836  2.08707  -0.2815
H  -0.02772  15.10206  2.79842  0.2965
O  -2.37143  -7.49945  -7.70888  -0.5388
H  1.30102  3.60170  0.05669  0.3671
O  2.59508  -2.07187  1.16997  -0.7415
C  1.12860  -0.09527  -8.66421  -1.0595
H  4.14224  -8.34925  -2.02051  0.3222
H  -0.27500  -8.48641  3.24262  0.3796
H  3.57861  -7.03539  -1.13269  0.3004
H  1.53993  2.69974  1.64500  0.3059
H  -4.58375  4.59456  -3.33963  0.3175
H  -10.04027  -8.80156  4.52946  0.2640
H  1.61505  -0.88972  -9.23018  0.3434
O  -5.86680  1.76043  -2.73965  -0.3428
H  -6.11666  2.67103  -4.61098  0.2784
H  -3.77572  -7.96140  -11.41823  0.2835
H  -4.85591  -12.05674  8.79967  0.2761
C  -0.73192  -2.33610  11.79588  -0.3832
C  2.82682  3.56309  -10.28192  -1.2168
C  4.26553  -7.87723  -1.04578  -1.3565
P  1.59951  -1.08716  0.76766  0.7018
O  0.87651  -1.41599  -0.65536  -0.2958
H  -2.40994  -6.79968  -11.79000  0.2592
C  0.73253  -8.89399  3.15977  -0.4156
H  0.34775  -2.95936  -1.92606  0.3068
C  -0.20183  0.32470  -9.37029  -0.2047
O  2.20367  0.43233  0.52101  -0.3515
O  -1.13235  6.04556  4.80609  -0.3234
C  -4.58390  -11.27363  9.50737  -0.3315
H  0.70168  -3.47090  -0.29785  0.3411
H  -0.85562  10.28462  -1.56450  0.2808
C  -1.23463  -2.60515  -0.65664  -0.8532
F  -8.51648  -9.66473  2.89088  -0.2852
C  -7.72337  -6.94569  4.33312  0.6862
H  -1.79536  -3.53958  -0.63408  0.3504
H  0.65924  10.39426  -2.65257  0.3233
C  -7.93357  -9.15430  3.96009  0.3667
H  -0.78487  -11.72689  -1.37286  0.3192
F  -2.36054  -11.92676  9.12592  -0.2761
H  -2.98048  4.93203  4.84926  0.2735
H  -0.87988  10.01523  -3.28215  0.3892
H  0.69208  -1.43824  10.46176  0.2531
H  -2.00252  4.59528  3.49821  0.2721
C  -0.52168  -9.92073  -0.29771  0.0281
H  1.84460  0.72058  -8.56508  0.2312
H  0.63927  13.51967  2.19581  0.3101
O  -4.80107  1.49365  -0.65442  -0.5119
O  -1.74640  2.14055  -10.95004  -0.3120
O  1.52020  14.91537  -1.87971  -0.3576
C  -5.31914  3.85682  -3.01862  0.2298
C  9.99154  5.07013  4.57985  0.6564
C  -9.03859  -8.66061  4.93549  -0.3492
O  -2.91883  -6.97532  -9.85809  -0.3301
O  8.93060  -0.48077  7.40425  -0.5861
O  -2.84723  -9.85010  9.84780  -0.2988
C  6.05302  -2.02468  6.15711  -0.3280
H  0.32956  15.45343  -4.32301  0.2879
O  0.55318  -10.78952  0.16918  -0.3107
H  5.24284  -7.39847  -0.98443  0.3873
O  -7.25287  -8.00684  3.71862  -0.2999
C  11.07574  4.42722  2.73228  -0.3431
C  -2.30451  5.41831  4.14592  -0.3949
C  9.68739  4.89094  2.40420  0.2754
C  -2.34283  -7.71650  -8.91300  0.6703
H  -3.37960  6.23239  2.52865  0.2564
H  -4.49474  2.17016  -4.21585  0.2904
H  1.04023  -0.55633  -7.68048  0.3213
H  -1.86526  -10.46100  -1.86842  0.3632
H  2.70783  -8.97059  3.96555  0.2580
O  0.05789  7.88775  4.41670  -0.5600
H  3.82850  -8.18133  1.02539  0.2381
F  -0.60125  -8.47201  -11.39415  -0.2888
O  1.22913  -8.78571  1.75975  -0.1790
H  3.09125  2.51150  -10.39300  0.2966
H  6.28605  -0.39744  4.79168  0.2672
O  -0.49935  -2.28125  13.21479  -0.3232
O  -4.85389  3.40662  -1.74053  -0.3107
H  -3.22617  4.00450  -13.27022  0.3824
C  -3.10049  -11.21083  9.93811  0.3160
H  -2.00146  -1.29292  2.52959  0.2757
H  -0.04564  -9.25121  -1.01412  0.2184
O  2.62877  -9.23522  -0.26113  -0.2239
H  1.66999  16.46841  -4.51659  0.3275
H  2.05512  13.59013  -3.27324  0.2562
H  -0.14810  -3.16262  11.39077  0.2514
C  -0.85943  14.39224  0.97454  -0.0925
F  -4.07907  6.87321  4.27083  -0.2807
H  11.16445  3.41465  2.33867  0.2766
H  5.37731  -2.15787  7.00195  0.2549
O  0.26812  14.68259  0.12148  -0.2795
O  0.39388  -0.87558  1.83451  -0.0435
H  -0.92355  -9.27273  0.48119  0.2609
H  -1.97626  2.21645  -12.90778  0.3327
H  -0.85893  13.60022  2.99387  0.4038
H  -8.97179  -9.27203  5.83538  0.2454
C  2.07257  14.66741  -3.10818  -0.2267

[3]
Molecular formula: C5H11NO
Method: DFT, ωB97M-V/def2-TZVPD

Properties
Multiplicity = 1
SMILES = CC(C)CNC=O
Gap between HOMO and LUMO = 10.7 eV
E_HOMO = -9.83 eV
Energy relative to the best compared isomer or geometry (same formula, charge and spin) = 12.1 kcal/mol
Lowest unoccupied orbital energy = 0.86 eV

Each line ends with the natural charge from an NBO analysis.
Positions of all 18 atoms, in Å:
H  1.28636  -2.80340  0.03535  0.2030
H  -2.11897  2.37593  -0.29848  0.1037
H  0.42936  0.16545  -1.32310  0.2357
H  -1.87022  0.32126  0.48037  0.3893
H  2.57980  -2.03250  0.79847  0.2163
C  1.80568  -1.83771  0.05439  -0.6116
C  -0.10417  -0.31756  -0.50670  -0.2309
N  -1.07081  0.66895  -0.02987  -0.6208
H  -0.61925  -1.20290  -0.90387  0.1814
C  0.84429  -0.78936  0.59093  -0.2222
H  -0.73406  -2.00671  1.55360  0.1973
O  -0.47809  2.29038  -1.52352  -0.6008
H  2.16055  -1.61197  -0.94428  0.2150
H  1.28996  0.13431  0.97881  0.2015
H  0.78080  -1.74275  2.54527  0.2162
H  -0.40178  -0.47273  2.28988  0.2066
C  0.08488  -1.33326  1.81684  -0.6133
C  -1.25594  1.83048  -0.72480  0.5335

[4]
Molecular formula: C3H12N2
Method: DFT, ωB97M-V/def2-TZVPD

Properties
Net charge = +2
Multiplicity = 1
SMILES = [NH3+]CCC[NH3+]
Gap between HOMO and LUMO = 13.8 eV
E_HOMO = -20.92 eV
Energy relative to the best compared isomer or geometry (same formula, charge and spin) = 19.2 kcal/mol
Lowest unoccupied orbital energy = -7.10 eV

Each line ends with the natural charge from an NBO analysis.
Positions of all 17 atoms, in Å:
H  -0.95868  -0.25371  -0.98918  0.2373
H  0.66106  -0.55231  -1.24593  0.2532
C  0.09682  -1.02527  0.84836  -0.2500
H  -1.03142  -2.66424  0.01312  0.4578
H  -0.22979  -3.08829  1.32166  0.4715
H  0.19208  1.51868  0.99371  0.2363
N  -0.30967  2.40618  -0.85957  -0.6988
N  -0.16439  -2.45065  0.51290  -0.6713
H  -0.22321  3.27571  -0.29419  0.4735
C  0.40241  1.29314  -0.03232  -0.2269
H  -1.27910  2.10332  -0.98568  0.4581
C  0.05825  -0.19150  -0.42871  -0.4637
H  0.31257  2.48649  -1.79250  0.4867
H  0.63310  -2.73216  -0.06340  0.4533
H  1.50092  1.46445  -0.07470  0.2570
H  -0.70140  -0.68936  1.62343  0.2573
H  1.04046  -0.90047  1.45301  0.2687

What did the third record say?
Molecular formula: C5H11NO
Method: DFT, ωB97M-V/def2-TZVPD

Properties
Multiplicity = 1
SMILES = CC(C)CNC=O
Gap between HOMO and LUMO = 10.7 eV
E_HOMO = -9.83 eV
Energy relative to the best compared isomer or geometry (same formula, charge and spin) = 12.1 kcal/mol
Lowest unoccupied orbital energy = 0.86 eV

Each line ends with the natural charge from an NBO analysis.
Positions of all 18 atoms, in Å:
H  1.28636  -2.80340  0.03535  0.2030
H  -2.11897  2.37593  -0.29848  0.1037
H  0.42936  0.16545  -1.32310  0.2357
H  -1.87022  0.32126  0.48037  0.3893
H  2.57980  -2.03250  0.79847  0.2163
C  1.80568  -1.83771  0.05439  -0.6116
C  -0.10417  -0.31756  -0.50670  -0.2309
N  -1.07081  0.66895  -0.02987  -0.6208
H  -0.61925  -1.20290  -0.90387  0.1814
C  0.84429  -0.78936  0.59093  -0.2222
H  -0.73406  -2.00671  1.55360  0.1973
O  -0.47809  2.29038  -1.52352  -0.6008
H  2.16055  -1.61197  -0.94428  0.2150
H  1.28996  0.13431  0.97881  0.2015
H  0.78080  -1.74275  2.54527  0.2162
H  -0.40178  -0.47273  2.28988  0.2066
C  0.08488  -1.33326  1.81684  -0.6133
C  -1.25594  1.83048  -0.72480  0.5335

> Look up the E_HOMO of the first one.

-8.59 eV